[1]
DFT (wB97M-V/def2-TZVPD) results for a structure of composition C7H12N3Sn at a distorted geometry.

Structure (XYZ):
```
23
Properties=species:S:1:pos:R:3:forces:R:3:lowdin_charge:R:1
C 3.317756 -1.297438 -2.594587 0.4 -0.1 -0.2 -0.110
Sn 1.670168 0.095248 -0.003561 1.2 -3.1 -1.0 1.062
N 1.986025 0.342110 2.213438 0.1 0.9 0.6 -0.067
H 2.930822 1.150255 -0.569248 -0.3 1.3 0.4 -0.151
H 1.763119 1.288359 2.550828 0.1 -0.5 0.1 0.081
H 3.412869 -1.399853 -1.503642 0.0 -0.1 -0.5 -0.064
H 4.269965 -0.952554 -3.015441 -0.2 0.0 0.1 0.031
H 2.540681 -0.563440 -2.834335 0.1 -0.2 0.0 -0.012
H 3.082320 -2.271276 -3.044621 -0.1 0.3 0.2 0.033
H 1.500054 -0.348499 2.790711 0.2 0.2 -0.2 0.079
H 2.992528 0.224435 2.348646 -0.2 -0.1 0.1 0.075
N -5.897613 0.414271 0.195983 2.6 0.0 0.3 0.213
C -4.730862 0.385574 0.274721 -2.5 0.0 -0.3 -0.132
C -3.295982 0.330508 0.302739 0.5 0.1 0.1 -0.186
C -2.589056 0.703604 1.443699 0.0 0.1 0.6 0.021
C -1.206105 0.683797 1.428154 0.3 -0.3 -1.1 -0.086
N -0.502588 0.292505 0.325835 -2.1 1.0 0.1 -0.185
C -1.189041 -0.126710 -0.774165 -0.3 0.5 0.8 -0.128
C -2.572845 -0.090033 -0.812037 -0.2 -0.2 -0.3 0.028
H -3.108044 1.022575 2.347920 0.1 -0.1 -0.3 0.141
H -0.623012 0.995444 2.293960 -0.2 0.0 -0.2 0.110
H -0.645739 -0.485379 -1.653344 0.1 0.2 0.5 0.106
H -3.105421 -0.393504 -1.711652 0.2 0.0 0.2 0.142
```
Forces are in eV/Å.

## Properties
HOMO energy = -11.3 eV
total charge = +1
Kohn-Sham gap = 6.7 eV



[2]
DFT (wB97M-V/def2-TZVPD) results for the ion C7H12N5O3 with charge +1 at a distorted geometry.

Structure (XYZ):
```
27
Properties=species:S:1:pos:R:3:forces:R:3:lowdin_charge:R:1
C 0.388213 -1.040608 -1.622294 -0.2 1.5 3.3 0.107
C -0.746951 -0.825366 -0.747933 0.6 0.3 -2.2 -0.170
C 1.466405 -0.358684 -0.986828 0.5 0.5 1.5 -0.126
C -0.965330 0.504617 1.371825 0.6 0.1 2.3 -0.361
C -2.166710 -1.280430 -0.791260 -0.7 1.7 0.7 0.004
C 3.019908 -0.294104 -1.182975 -3.3 -0.9 -1.7 0.048
C 1.313551 1.327049 1.138853 -2.2 -0.3 -1.8 -0.255
N -0.353083 0.047777 0.222385 0.8 -1.3 -3.6 -0.005
N 0.941049 0.320484 0.052925 1.4 0.1 1.0 0.044
N -1.691808 1.628546 1.377858 -1.2 0.1 1.0 0.222
N -1.067935 -0.468967 2.299895 3.1 -0.6 -2.4 0.258
N 3.418949 0.886237 2.252931 -2.2 -0.1 1.4 -0.357
O 3.792182 1.120925 1.189305 2.0 0.9 -3.0 0.100
O 3.922983 0.654198 3.270034 1.0 -0.5 1.8 0.171
O 1.719988 0.982232 2.261201 0.7 -1.4 2.4 0.020
H 0.587032 -1.550051 -2.520194 -0.7 -0.9 -0.8 0.109
H -2.471052 -1.296657 0.256626 -0.1 -1.1 0.1 0.069
H -2.974643 -0.535479 -1.115463 1.6 -0.8 -0.5 0.128
H -2.195284 -2.218957 -1.303181 -0.6 -0.5 -0.1 0.087
H 3.644233 -0.160903 -0.364881 0.4 -0.5 1.9 0.035
H 3.300074 -1.131442 -1.800652 0.3 -0.1 -0.2 0.091
H 3.154724 0.607008 -1.696325 0.5 1.3 -1.4 0.077
H 1.635072 2.192449 0.658504 0.6 1.5 -0.7 0.109
H -1.547044 2.234826 0.578088 -0.2 0.0 0.4 0.142
H -2.183172 2.036050 2.235515 1.2 -1.1 -1.8 0.187
H -0.399295 -1.274940 2.428991 -0.9 1.6 -0.8 0.192
H -1.736819 -0.435743 2.951144 -3.0 0.5 3.2 0.076
```
Forces are in eV/Å.

## Properties
SMILES = CC1=CC(C)=[N+](C(N)=[NH2+])/[N+]1=C\ON([O-])[O-]
HOMO energy (spin up / spin down) = -10.6 / -10.6 eV
total charge = +1
Kohn-Sham gap (spin up / spin down) = 6.6 / 6.6 eV



[3]
DFT (wB97M-V/def2-TZVPD) results for the ion C7H12NO with charge -1 at a distorted geometry.

Structure (XYZ):
```
21
Properties=species:S:1:pos:R:3:forces:R:3:lowdin_charge:R:1
C 0.410721 -1.862978 -0.242095 -1.1 2.9 -0.5 0.064
C 1.260890 -0.831788 -0.288474 -0.1 -0.4 0.7 -0.406
C 0.576065 0.452777 -0.750697 -0.7 0.5 3.4 -0.157
C -0.873864 0.281103 -0.256279 0.6 0.3 1.2 -0.565
C 2.625028 -0.650334 0.349260 1.8 0.6 -0.1 -0.126
C -1.722110 1.340242 -0.952019 0.2 0.9 1.2 -0.080
C -0.906927 0.397799 1.343330 0.6 -4.4 -1.7 -0.034
N -1.374429 -1.067479 -0.682629 2.3 0.0 -1.6 -0.203
O -2.344612 -1.486471 0.005374 -0.9 -0.6 1.0 -0.287
H 0.491408 -2.807563 0.211446 0.4 -1.3 0.4 0.023
H 0.845554 1.417970 -0.177609 0.5 -1.4 -0.9 0.130
H 0.642857 0.658012 -1.767315 0.1 0.2 -2.0 0.072
H 2.548691 0.230057 1.128291 0.4 -1.7 -1.3 0.088
H 3.451611 -0.385687 -0.417991 -1.3 0.2 0.9 0.069
H 3.113945 -1.565239 0.788544 -1.0 0.7 0.1 0.058
H -2.698675 1.321736 -0.562489 -1.8 -1.0 0.0 0.046
H -1.680578 1.151803 -1.997653 -0.3 0.0 -1.0 0.058
H -1.586627 2.427287 -0.720522 1.3 -0.7 -0.2 0.082
H -1.416535 -0.606838 1.730243 0.7 2.2 -0.9 0.104
H -1.488515 1.215059 1.549912 -1.2 2.1 1.2 0.014
H 0.126103 0.370536 1.709374 -0.3 0.6 0.2 0.051
```
Forces are in eV/Å.

## Properties
HOMO energy (spin up / spin down) = -1.6 / -1.6 eV
total charge = -1
Kohn-Sham gap (spin up / spin down) = 5.5 / 5.5 eV